1.
A structure of composition C72H180F10N15O32S10 in a non-equilibrium geometry. Source: OMol25; level of theory: ωB97M-V with the def2-TZVPD basis set.

Each line ends with the Mulliken charge.
Cartesian coordinates (Å):
S 0.5130 -3.7024 -3.1331  1.0035
S 0.2121 -4.9917 5.6652  0.8955
S 5.6993 -4.2426 -0.6459  1.1103
S 5.4737 -1.5589 0.1416  0.6963
S -2.7943 5.8798 -3.6258  1.1915
S -2.6706 0.1933 4.2783  1.1117
S -1.6953 2.8223 4.4337  1.0997
S -1.8941 -2.5097 -3.6625  1.0804
S -1.8697 3.3395 -3.1506  1.0020
S -1.2379 -5.8941 3.4523  0.9545
F -1.1827 -1.2287 -4.2640  -0.1880
F -1.3150 -7.4421 3.6053  -0.3263
F -1.3774 -0.3073 3.5525  -0.3421
F -0.4974 2.5342 3.4379  -0.1925
F -0.6986 -6.0203 6.4219  -0.2499
F 1.1670 -3.8106 -1.6998  -0.1032
F 6.6961 -3.8444 -1.8362  -0.3232
F -4.0968 5.9580 -2.5905  -0.3758
F 5.5793 -1.2387 1.6389  -0.1922
F -1.9933 1.9787 -3.9861  -0.2600
O 4.5162 -4.3520 -1.4043  -0.5245
O 1.4540 5.7605 2.4918  -0.6591
O 4.1376 -1.1224 -0.2931  -0.0297
O 3.7257 0.5152 -4.4261  0.6319
O -3.7356 -0.4606 3.6350  -0.7637
O -0.4684 3.7367 -3.0847  -0.5136
O -4.4198 -7.2231 1.2182  -0.1226
O 3.0522 -9.8224 -1.2243  -0.3144
O -1.7585 6.2840 -2.7630  -0.4528
O -0.4245 -3.6935 5.7346  -0.4474
O 1.2545 -2.7096 -3.8593  -0.4970
O 2.8169 3.0610 0.4568  -0.0040
O -2.5290 3.0897 -1.8757  -0.5732
O 1.5183 -5.2193 6.2816  -0.6611
O -7.1275 6.4515 -6.9855  -0.3122
O -2.4090 -5.4453 4.0920  -0.6163
O -3.3593 6.4889 -4.7628  -0.7122
O 6.1974 -5.4219 -0.0794  -0.6205
O -6.0452 2.4547 8.9993  -0.3157
O -2.5111 -0.0847 5.6525  -0.3266
O -2.1188 -3.1850 -4.9073  -0.6950
O 2.4223 4.6428 -1.0801  -0.7155
O 6.5514 -0.9314 -0.5020  -0.4511
O -1.0252 -5.5884 2.0801  -0.3370
O -1.1121 2.6677 5.7271  -0.6311
O 0.4755 -5.0607 -3.6332  -0.6321
O 4.2805 3.5661 -1.1668  -0.7029
O -2.2734 4.1534 4.1844  -0.5068
O 4.3749 -2.0339 4.4591  0.0051
O 1.0043 -1.4421 2.2942  0.6064
O 5.3658 4.7331 -5.7483  -0.3983
O -3.0158 -1.9878 -2.8906  -0.6705
N -3.7883 -6.8166 -1.8386  0.2670
N 0.1575 -5.5948 4.1712  -0.1551
N -2.6616 4.3307 -4.0706  -0.3460
N 5.8143 -3.0325 0.4105  -0.5783
N 0.0745 -0.0086 -0.2162  1.5898
N -1.5817 6.2354 1.0431  1.4729
N -0.8852 -3.0911 -2.6536  -0.1893
N 6.7629 -0.7584 -4.1215  1.2335
N 3.2529 6.4152 -4.1943  0.5103
N 3.1883 3.7558 -0.5911  0.5750
N 3.2700 -8.0594 1.1620  0.8421
N -2.6877 1.7925 3.7533  -0.4333
N -5.9670 0.0539 7.4545  0.1616
N 3.3254 0.8402 4.9058  1.1897
N -6.8421 3.8374 -5.7745  0.1629
C 0.0989 1.2400 0.6599  0.3872
C -3.9531 -8.2674 0.3992  -0.8393
C 8.1108 0.4090 -5.9863  -1.5863
C 3.3350 -7.6829 -0.2831  -0.1179
C -2.6622 -6.3857 -2.8483  -1.0223
C 3.7959 7.4107 -5.1805  -1.0101
C 5.4834 -0.6788 -3.3358  0.9748
C 4.4280 0.5317 3.8444  -0.1717
C 7.9600 -0.5091 -3.2062  -0.7615
C 1.8802 -9.5923 2.7124  -1.5335
C 0.8033 7.1728 -4.6794  -1.7628
C 7.0209 -2.0797 -4.7300  -0.9283
C 1.3737 -1.8499 0.9664  -2.2280
C 4.0391 6.1943 -2.9312  -0.1944
C -5.4202 3.8241 -6.3302  -0.2565
C 4.4120 4.1030 -4.9388  -0.4624
C 1.8666 6.8370 -3.6745  0.6600
C 1.1535 1.1009 -2.2667  0.0246
C -3.3627 -4.6281 -0.3933  0.5668
C -4.5291 -8.7625 -3.3150  -1.2469
C -5.3478 -0.5895 8.7510  -0.5786
C 4.2376 7.3885 -1.9898  -1.6092
C -6.6555 7.5934 -7.6815  -0.7714
C 2.0351 4.7978 3.3426  -0.2399
C -1.1406 -0.9050 0.1622  1.1617
C 3.5995 -10.8337 -2.0088  -0.9096
C -5.0172 2.4265 8.0212  -1.1973
C 2.7635 -0.4851 5.4150  -0.0188
C -4.2844 -5.5062 -1.2011  -1.5157
C -5.8790 -1.0156 6.3316  -0.1488
C 2.9452 -6.7722 2.0626  -0.6124
C -7.1010 2.6494 -4.8015  -0.6937
C 3.8459 -1.5480 5.6843  -1.3644
C 8.0305 0.8589 -2.5507  -1.1025
C -5.9652 2.4804 -3.8380  -0.9927
C 0.7218 5.1681 1.4177  2.3660
C 4.2267 -0.8198 -4.0912  -1.0563
C -2.4824 -0.1968 0.1850  -1.1574
C -3.8716 -0.9543 8.4766  -0.8936
C 3.9263 -8.6919 -1.1966  -1.1132
C -0.0890 6.1392 0.6161  -0.5391
C -4.9897 2.4666 -6.9686  -1.2723
C 2.0954 -5.7195 1.2935  1.2575
C -2.1006 8.6542 0.5174  -1.7314
C 4.5555 -8.6657 1.6582  -0.9780
C 6.7886 0.2944 -5.2863  -0.6353
C -5.8863 3.4415 10.0461  -0.8592
C -3.1199 6.7423 3.0432  -1.5459
C 3.8748 1.5274 6.0880  -0.2642
C -2.3340 7.2257 0.1768  0.5818
C 4.5479 -3.3834 4.4017  -0.5738
C -6.8385 -0.6637 5.1601  -1.2187
C 2.6583 0.4201 -5.3731  -0.5025
C 4.8213 1.7195 2.9957  -1.6181
C 6.6062 4.0606 -5.9972  -0.3841
C 0.8109 -2.5687 3.1256  -1.4256
C -6.4965 6.3235 -5.7336  -0.6610
C -7.4630 0.2184 7.7269  -0.9983
C -4.8136 -7.4324 -2.7127  -0.3216
C 1.3828 -0.7087 -0.0044  0.6597
C -7.9300 3.6494 -6.7852  -0.9853
C -1.6768 6.5201 2.5189  -0.2644
C 3.1342 5.0142 -4.7743  -0.3754
C -2.3056 4.8923 0.8026  0.1047
C -4.7850 -7.7644 2.5305  -0.8787
C 2.1583 -9.0338 1.3226  -0.1318
C -0.0603 0.3428 -1.6934  0.3289
C -3.0901 -7.6512 -0.7122  -0.2055
C 2.1921 1.5203 4.2753  -1.0071
C -5.4159 1.4231 6.9722  0.3843
C 2.9270 2.1120 7.1019  -1.3080
C -7.1210 5.1297 -4.9855  -0.6166
H -7.2314 1.8030 -5.4918  0.5466
H 3.9098 -6.2639 2.3401  0.0605
H 5.2740 -7.8789 1.6431  0.3877
H 8.0321 -1.3996 -2.5502  0.5054
H -4.9960 3.3295 7.4682  0.7240
H -0.1521 7.2050 -4.1688  0.2551
H 4.4773 2.3567 5.6669  0.4643
H -0.8928 1.7303 0.5038  -0.6268
H 2.5527 2.4376 3.9046  0.4494
H 1.8046 0.9560 3.4539  -0.2774
H 1.7820 -2.8567 3.4984  0.2697
H -5.1286 -5.7956 -0.6790  0.6481
H 2.3143 -7.4396 -0.5420  0.6837
H -7.8638 -1.0970 5.3599  0.3604
H -8.0452 2.8542 -4.3365  0.3985
H 0.8790 1.9724 0.3846  -0.0369
H -5.5791 7.5254 -7.8171  0.3318
H 3.5423 2.6171 7.8826  0.4361
H -5.4273 6.2108 -5.7438  0.3846
H 5.0318 5.9471 -3.2887  0.5470
H 0.2473 -2.2740 4.0021  0.2618
H 3.8249 -10.5218 -3.0320  0.3614
H 0.9834 1.2425 -3.3177  0.5046
H -6.2071 1.8644 6.2683  0.4006
H 2.4544 5.2879 4.1890  0.2590
H 4.8924 3.8438 -3.9511  0.3357
H -0.8779 -1.2764 1.1837  -0.5113
H 3.8904 -6.7669 -0.5004  -0.2952
H 2.3131 -9.8215 0.6546  0.4927
H -2.5103 -8.4091 -1.2447  0.5692
H -4.9213 -6.9242 3.1963  0.2582
H 4.9643 -9.4539 0.9780  0.2512
H 4.5633 8.2035 -2.5634  0.4205
H -5.3356 2.3119 -7.9475  0.4542
H 2.1394 2.8365 6.7643  0.2390
H -5.2184 -9.0747 -4.1024  0.4163
H 1.3820 4.7807 0.6825  -0.8928
H 3.8871 8.4248 -4.7312  0.3072
H 4.5449 0.8260 6.5423  0.3744
H 1.5896 5.9834 -3.0626  -0.1360
H 3.6027 -3.9186 4.3615  0.1653
H -2.7385 -4.0949 -1.0251  -0.7205
H 2.1141 -0.9126 4.7033  -0.4621
H 0.0560 4.3363 1.7825  -0.7196
H 2.6898 5.1065 -5.7626  0.6658
H -6.0445 -1.9949 6.8026  0.4853
H -5.9413 3.2505 -3.0957  0.4747
H 2.7720 4.3227 2.7295  0.2906
H -3.9704 -8.3528 3.0008  0.2886
H -7.7676 2.6898 -7.2870  0.4625
H -2.4627 4.7871 -0.2840  -0.5617
H 5.8717 1.5619 2.6556  0.3529
H -2.6612 9.1637 -0.2462  0.5516
H 4.5012 -11.2966 -1.5912  0.3342
H -2.4947 -7.1376 -3.5959  0.3022
H 1.2845 2.1521 -1.8637  -0.8413
H 5.8990 0.1356 -5.8939  0.4449
H 0.8289 8.0641 -5.2641  0.4516
H 4.7669 7.0328 -5.4490  0.3828
H 1.6742 0.4246 -4.8162  -0.2951
H -3.5576 -8.7194 -3.8389  0.2885
H -3.5674 -1.6378 9.2479  0.5183
H -4.0073 -3.9427 0.2164  0.3964
H 4.9470 2.6464 3.5618  0.3847
H 7.3545 4.3133 -5.2188  0.3006
H -6.5442 7.2949 -5.1471  0.5212
H -1.1729 5.6717 2.9313  0.1051
H -5.4832 4.5446 -7.1810  0.4103
H -1.5961 4.2041 1.1804  -0.1549
H -2.0120 7.0302 -0.8350  -0.5621
H 6.4152 3.0051 -5.9521  -0.0817
H -3.8496 -1.4733 7.4993  0.2621
H 5.3348 0.2307 -2.7577  0.3338
H 2.3618 -2.2735 0.9214  0.9115
H -8.8604 3.6583 -6.2656  0.4470
H 6.4748 1.1957 -4.7907  0.3006
H -3.0108 6.9437 4.1322  0.4646
H -5.0047 2.3731 -4.3783  0.0310
H -4.5874 -9.5666 -2.5891  0.3121
H 2.4446 4.4468 -4.1411  -0.0050
H 4.0755 1.8069 2.1605  0.2939
H -5.6340 -8.3702 2.5367  0.3726
H -4.0447 2.2411 8.5156  0.4045
H 6.3296 -2.4273 -5.4953  0.3685
H 8.9400 0.6486 -5.3275  0.3050
H 2.1021 0.5631 -2.0905  -0.0110
H 3.5591 5.3951 -2.4363  0.2410
H -3.3623 6.9628 0.2661  0.6593
H -2.5328 0.7842 0.7945  -0.1648
H 7.9903 1.2361 -6.6549  0.5287
H 3.4549 -2.3845 6.2430  0.6200
H 8.8436 -0.6279 -3.8597  0.7258
H 0.6593 -2.5357 0.5841  0.6222
H 2.0260 7.7534 -3.1090  0.3439
H -7.2078 7.7475 -8.6477  0.2523
H -1.1613 7.4118 2.7990  0.5007
H -1.7677 -6.0283 -2.3454  0.3038
H 1.8637 -8.8372 3.4671  0.4327
H -6.5679 4.9325 -4.0911  0.4098
H 2.1549 -0.2982 6.2400  0.7391
H -2.8117 -0.0183 -0.8382  0.3122
H -6.9315 3.8923 10.2024  0.2374
H 3.1684 7.4507 -6.0447  0.3794
H 1.6007 -5.0463 2.0472  -0.7716
H 3.4755 -1.3551 -3.4595  -0.0668
H -8.1830 5.1727 -4.8133  0.3452
H -6.2236 1.5924 -3.3289  0.5323
H -0.1185 5.9087 -0.4381  -0.2312
H 9.0635 0.9134 -2.1564  0.4748
H -0.2742 -0.6050 -2.2159  -0.8117
H 0.3094 -3.3956 2.6553  0.4902
H -2.3980 -6.9212 -0.2258  -0.1635
H 1.1699 4.1899 3.6389  -0.1712
H 4.2228 -9.0890 2.5920  0.3915
H 5.0499 -3.5331 3.4077  0.0883
H 1.8253 -1.1662 -0.8820  -0.3939
H 1.2862 -8.4294 0.9795  0.2844
H -2.6890 -5.1477 0.3929  -0.1072
H 1.2028 -6.0993 0.7405  -0.1289
H 0.1987 0.7944 1.6569  -0.1682
H -4.8456 -8.8242 0.0463  0.3767
H 7.1622 -2.7676 -3.8884  0.1579
H -7.8552 -0.8390 7.8320  0.3843
H -6.8726 0.4082 4.9623  0.2857
H -5.5246 2.9597 10.9282  0.2954
H -5.6278 0.1223 9.4935  0.4463
H 8.0410 -2.0635 -5.0686  0.5326
H -5.8729 -1.5216 8.9818  0.4919
H -0.8897 0.9853 -1.8025  0.4100
H 2.0903 0.0126 0.4542  -0.3084
H -3.2571 4.8418 1.3246  0.3533
H 3.3843 7.6663 -1.3894  0.2249
H 7.3389 1.0840 -1.7505  0.2284
H -5.3696 1.6429 -6.3357  0.2744
H 2.4077 -7.1172 2.9003  0.2825
H 2.6823 -5.1375 0.5998  -0.0542
H -3.1819 -0.9059 0.6692  0.5207
H 2.8205 -0.4506 -6.0592  0.3368
H 3.9193 -8.1215 -2.1950  0.4490
H -1.0647 9.0008 0.3087  0.2898
H -6.4879 -1.1603 4.2357  0.3604
H 4.6721 -1.1529 6.2822  0.3613
H -7.9657 4.4442 -7.5045  0.2994
H -5.7425 -7.5097 -2.1091  0.4301
H 4.0572 -0.1917 3.1717  0.1672
H 5.6324 -1.4539 -2.5902  -1.2925
H 6.9929 4.3412 -6.9516  0.3528
H 2.6284 1.3279 -6.0285  0.3332
H -3.7143 5.8247 2.9973  0.3300
H 1.3594 1.6978 5.0158  0.4452
H 4.3395 -1.4751 -4.9673  0.3474
H 8.2601 -0.4564 -6.6439  0.3878
H 5.0907 6.9770 -1.3344  0.4185
H -3.3811 -9.0528 0.9425  0.4913
H -4.6661 4.1475 -5.6844  0.1523
H 0.2307 7.2041 0.8131  0.4332
H -3.0216 -5.4938 -3.3864  0.3732
H -3.2692 -0.0239 8.4489  0.1609
H -6.8306 8.4780 -7.0760  0.3169
H -4.6214 -4.9889 -2.0590  1.0191
H -3.5431 7.6525 2.6827  0.3802
H -4.5591 1.2789 6.3154  -0.2052
H -7.9258 0.7963 6.9489  0.4394
H 0.9100 -10.1339 2.5824  0.3618
H -5.1295 4.0724 9.7179  0.3983
H 0.5072 6.3296 -5.3425  0.2864
H 5.2508 -3.8537 5.1892  0.2874
H 4.0073 3.2177 -5.4341  0.3520
H -7.6296 0.7956 8.6268  0.3429
H 2.7985 -11.4887 -2.2017  0.2872
H -3.8626 2.4727 -6.8756  0.3395
H -4.8619 -1.0350 6.0269  -0.0242
H 5.2563 0.1313 4.4836  0.5054
H -5.0698 -6.6619 -3.4745  0.4396
H -1.1136 -1.7858 -0.5506  -0.0962
H 2.4340 1.3281 7.6568  0.3899
H 4.9627 -8.9392 -0.8990  0.3793
H 7.9518 1.5832 -3.3924  0.1757
H -2.3800 9.0809 1.4849  0.3204
H 2.6135 -10.2561 3.0453  0.4954

Properties
Total charge = +3
Lowest unoccupied orbital energy = -3.66 eV



2.
A cluster of 2 separate species, C5H9N in total in a non-equilibrium geometry. Source: OMol25; level of theory: ωB97M-V with the def2-TZVPD basis set.

Each line ends with the Mulliken charge.
Cartesian coordinates (Å):
N -1.6505 1.5046 1.0350  -0.5927
C -1.7101 0.3472 0.8988  0.4667
C -1.2071 -0.9590 0.7233  -0.7384
C 0.6380 -0.3528 -0.0012  0.1313
C 0.5139 -0.3780 -1.5235  -1.1734
C 0.9505 0.9979 0.5381  -0.9768
H 1.5945 1.0427 1.4197  0.2844
H 1.4588 -0.6600 -2.0122  0.3379
H 1.1811 -1.1880 0.4315  0.4086
H -0.0685 1.4325 0.8539  0.2785
H 0.2482 0.6153 -1.9071  0.3262
H 1.2025 1.7517 -0.2147  0.3718
H -0.2491 -1.0848 -1.8522  0.2976
H -1.6696 -1.5546 -0.0701  0.2836
H -1.2327 -1.5147 1.6806  0.2946

Properties
Energy above the lowest of the compared OMol25 structures with the same formula, charge and spin = 2.458 eV
Total charge = 0
Lowest unoccupied orbital energy = 0.97 eV



3.
A structure of composition C23H14O8PSTl. Source: OMol25; level of theory: ωB97M-V with the def2-TZVPD basis set.

Each line ends with the Mulliken charge.
Cartesian coordinates (Å):
Tl 0.3998 0.6183 -0.9457  0.9096
S -2.9891 0.3697 -1.7558  1.1983
P -1.5765 -1.0163 0.9038  0.1713
O 2.3046 -2.0066 3.5774  -0.7959
O -3.9105 0.8072 -2.7889  -0.7807
O 1.9760 -1.4785 -1.1041  -0.9063
O 1.0592 -0.4672 1.3923  -0.8579
O -1.8211 -0.3682 -2.2679  -0.6585
O 3.7919 -3.7727 -0.5712  -0.7612
O 4.2600 -3.8353 2.3297  -0.7038
O -2.6393 1.4125 -0.7982  -0.6699
C -4.0610 -2.4617 0.9688  0.0646
C 3.2799 -3.0351 0.2572  0.1757
C -3.4125 0.5089 4.2570  -0.5687
C -2.4711 0.3142 5.2596  -0.4409
C -1.9459 -0.5546 2.6472  -0.1249
C -0.4193 -3.2506 -0.1645  -0.7587
C 2.5210 -2.1422 2.3747  0.1074
C 3.4743 -3.1123 1.7471  0.2983
C -0.9395 -3.5542 2.1586  0.1544
C -1.2539 -0.2778 4.9475  -0.6849
C -0.4014 -4.8346 2.1075  -0.7602
C -5.1105 -1.2914 -1.3101  -0.5479
C 1.8996 -1.4061 1.2811  0.8711
C -3.1516 0.0784 2.9629  -0.5884
C -0.9808 -0.6914 3.6493  -0.1681
C -0.9538 -2.7484 1.0233  0.9346
C 0.1316 -5.3223 0.9227  -0.5328
C 0.1183 -4.5274 -0.2158  -0.5628
C -3.3170 -1.4684 0.3308  -0.3815
C -5.2946 -2.8669 0.4872  -0.7361
C 2.3468 -1.9178 0.0119  0.8558
C -3.8742 -0.8822 -0.8165  0.1593
C -5.8221 -2.2852 -0.6594  -0.4639
H -4.3525 0.9998 4.4810  0.3782
H 0.5615 -4.8889 -1.1354  0.3775
H -2.6788 0.6380 6.2736  0.3441
H -0.4987 -0.4120 5.7137  0.4495
H 0.5846 -6.3066 0.8924  0.3272
H -0.3969 -2.6179 -1.0459  0.4207
H -0.3775 -5.4428 3.0044  0.3543
H -5.4930 -0.8048 -2.1983  0.5267
H -1.3293 -3.1798 3.0968  0.3986
H -5.8428 -3.6490 1.0020  0.3865
H -3.8896 0.2382 2.1860  0.4308
H 0.0041 -1.0851 3.4116  0.4386
H -3.6566 -2.9355 1.8557  0.3678
H -6.7803 -2.6129 -1.0470  0.3532

Properties
Total charge = -2
Lowest unoccupied orbital energy = 4.48 eV



Q: Among the records above, which one has the lowest total charge?
A: C23H14O8PSTl